1.
The ion C10H15N3S2 with charge +2 at a distorted geometry. Source: OMol25; level of theory: ωB97M-V/def2-TZVPD.

Last column: Mulliken charge in e.
Positions of all 30 atoms, in Å:
C 1.501 0.942 1.913  -0.99
C 1.136 0.031 2.839  -0.60
C -0.445 -1.027 1.337  -0.84
C -0.084 -0.016 0.383  0.58
C 0.786 0.990 0.656  0.66
C 0.137 -0.996 2.642  0.04
C 1.043 1.848 -1.602  0.52
C -0.029 0.980 -2.079  -0.14
C -0.770 -3.625 3.041  -0.85
C -2.590 -0.044 -1.052  -0.86
N 1.322 1.787 -0.344  -0.13
N 1.718 2.737 -2.350  -0.39
N -0.088 0.596 -3.558  -0.36
S -0.105 -2.157 3.947  0.01
S -0.769 -0.271 -1.174  0.13
H 2.152 1.765 2.112  0.37
H 1.505 0.010 3.883  0.38
H -1.234 -1.619 1.095  0.58
H -0.077 -3.776 2.206  0.32
H -1.753 -3.472 2.709  0.31
H -0.509 -4.420 3.801  0.35
H -2.790 0.782 -1.903  0.37
H -2.868 0.280 -0.066  0.38
H -3.049 -0.983 -1.350  0.36
H 2.057 2.428 0.046  0.24
H 1.596 2.681 -3.372  0.23
H 2.517 3.174 -1.920  0.23
H -0.537 -0.285 -3.683  0.40
H 0.878 0.508 -3.925  0.37
H -0.652 1.152 -4.233  0.35

## Properties
HOMO = -14.054 eV
Charge = +2

2.
A structure of composition C10H15N6S2V at a distorted geometry. Source: OMol25; level of theory: ωB97M-V/def2-TZVPD.

Last column: Mulliken charge in e.
Positions of all 34 atoms, in Å:
V -0.473 0.524 1.076  0.58
N -1.805 1.383 -2.770  -0.35
C -1.697 0.997 -1.477  0.65
S -1.235 2.186 -0.279  -0.28
N -1.819 -0.303 -1.313  -1.24
N -1.520 -0.788 -0.081  0.71
C -1.886 -1.922 0.330  -0.44
C -1.332 -2.193 1.693  0.76
C -1.418 -3.413 2.304  -0.81
C -0.942 -3.522 3.635  -0.17
C -0.525 -2.424 4.325  -0.81
C -0.443 -1.214 3.635  0.02
N -0.763 -1.136 2.332  -0.12
H -2.197 2.308 -2.986  0.28
H -2.287 0.678 -3.363  0.31
H -2.554 -2.594 -0.192  0.46
H -1.883 -4.259 1.780  0.41
H -0.894 -4.524 4.040  0.45
H -0.219 -2.381 5.352  0.42
H -0.176 -0.276 4.146  0.40
C 1.414 0.464 -3.275  -1.35
N 1.387 0.247 -1.841  0.05
C 1.670 1.167 -0.990  0.85
S 1.657 0.723 0.698  -0.54
N 2.130 2.395 -1.309  -0.25
C 2.490 3.440 -0.332  -0.87
H 1.013 -0.404 -3.764  0.37
H 2.373 0.626 -3.704  0.43
H 0.776 1.236 -3.518  0.52
H 1.187 -0.692 -1.476  0.26
H 2.221 2.642 -2.323  0.26
H 3.400 3.899 -0.651  0.36
H 2.681 2.939 0.631  0.36
H 1.669 4.190 -0.333  0.30

## Properties
Spin multiplicity = 3
HOMO (spin up / spin down) = -15.358 / -15.413 eV
Charge = +2

3.
The molecule C10H15NO at a distorted geometry. Source: OMol25; level of theory: ωB97M-V/def2-TZVPD.

Last column: Mulliken charge in e.
Positions of all 27 atoms, in Å:
C 0.417 -1.621 0.035  -1.35
C -0.262 2.125 0.120  -1.44
C 1.009 -0.351 -0.310  1.81
C -0.019 1.875 -1.145  1.33
C 0.615 0.499 -1.512  -0.78
C -1.445 -0.757 1.341  -0.60
C -0.615 0.444 1.900  -0.61
C 2.449 -0.299 0.105  -1.53
C -0.075 2.851 -2.289  -1.60
C -1.240 -3.040 0.797  -0.96
N -0.723 -1.783 0.586  0.27
O 0.123 1.118 0.960  0.07
H 1.524 0.840 -1.932  0.36
H -0.198 -0.048 -2.056  0.39
H -1.810 -1.309 2.177  0.58
H -2.337 -0.460 0.739  0.27
H -1.454 1.090 2.273  0.33
H 0.129 0.237 2.771  0.31
H 2.567 0.627 0.711  0.32
H 3.035 -0.226 -0.841  0.36
H 2.816 -1.170 0.625  0.40
H -0.457 2.534 -3.212  0.39
H 0.921 3.142 -2.578  0.34
H -0.537 3.840 -1.972  0.33
H -1.017 -3.376 1.847  0.34
H -2.369 -2.895 0.723  0.36
H -1.048 -3.888 0.138  0.31

## Properties
HOMO (spin up / spin down) = -6.435 / -6.428 eV

4.
A cluster of 2 separate species, C10H15NO in total at a distorted geometry. Source: OMol25; level of theory: ωB97M-V/def2-TZVPD.

Last column: Mulliken charge in e.
Positions of all 27 atoms, in Å:
C -0.594 -2.602 -1.853  0.20
C 0.349 -2.400 -1.129  -0.36
C 1.476 -2.143 -0.279  -0.76
C 1.797 -2.892 0.777  -0.10
C 2.974 -2.612 1.662  -0.48
O 3.818 -3.745 1.796  -0.53
H -1.399 -2.771 -2.457  0.51
H 2.083 -1.275 -0.529  0.27
H 1.212 -3.763 1.028  0.36
H 2.634 -2.369 2.679  0.27
H 3.507 -1.767 1.305  0.31
H 4.114 -3.986 0.908  0.32
C -2.796 -0.439 -0.788  -0.91
C -2.338 0.959 -0.778  0.77
C -1.976 2.100 -0.770  -0.05
C -1.496 3.492 -0.748  -0.85
N -1.300 3.974 0.608  -0.39
C -0.681 5.287 0.631  -0.86
H -3.773 -0.518 -1.289  0.36
H -2.899 -0.820 0.246  0.31
H -2.092 -1.060 -1.320  -0.18
H -0.582 3.565 -1.358  0.32
H -2.238 4.142 -1.238  0.32
H -0.713 3.309 1.115  0.25
H -1.371 6.025 0.188  0.29
H 0.262 5.340 0.070  0.32
H -0.486 5.590 1.673  0.31

## Properties
HOMO = -8.912 eV

ΔE to the lowest compared entry with this formula, charge and spin list, top to bottom, in kcal per mole: 19.6 12.9 193.8 130.9